# 1
The following is a DFT calculation (ωB97M-V with the def2-TZVPD basis set) of a structure of composition C18H21F6N4ReS2.

Structure (ORCA input):
```
! RIJCOSX wB97M-V def2-TZVPD def2/J DEFGRID3
* xyz 1 4
Re -0.12 -0.01 -0.21
C -0.72 -2.18 2.10
C 0.34 -2.06 1.22
C 1.02 -0.78 1.52
C 0.28 -0.22 2.68
C -0.73 -1.06 3.01
C -1.77 -0.81 4.06
C 0.60 1.07 3.37
C 2.53 -0.86 1.76
C 0.89 -3.12 0.30
C -1.69 -3.31 2.15
H -2.15 -1.74 4.49
H -2.62 -0.27 3.64
H -1.37 -0.20 4.87
H 0.74 0.90 4.44
H -0.22 1.79 3.26
H 1.50 1.53 2.97
H 3.01 0.11 1.78
H 3.02 -1.51 1.03
H 2.70 -1.32 2.74
H 1.50 -3.84 0.86
H 1.53 -2.70 -0.47
H 0.10 -3.69 -0.19
H -1.85 -3.64 3.18
H -1.36 -4.16 1.57
H -2.67 -2.99 1.77
N 3.38 -0.36 -1.16
C 2.46 -0.43 -2.11
N 1.15 -0.31 -1.92
C 0.47 -0.36 -3.16
C 1.25 -0.57 -4.22
S 2.90 -0.68 -3.76
C -0.96 -0.12 -3.14
C -1.81 0.03 -4.17
S -3.39 0.43 -3.60
C -2.81 0.40 -1.97
N -1.53 0.08 -1.88
N -3.60 0.63 -0.92
H 3.13 0.03 -0.27
H 4.36 -0.32 -1.41
H 0.96 -0.66 -5.26
H -1.61 -0.07 -5.23
H -4.53 0.99 -1.04
H -3.18 0.64 0.01
F -1.69 0.22 0.88
F -0.50 2.65 -1.32
C 0.19 2.12 -0.26
F -0.34 2.68 0.86
C 1.61 2.70 -0.39
F 1.62 4.01 -0.19
F 2.10 2.46 -1.61
F 2.44 2.13 0.50
*
```

Values from the calculation:
- ⟨S²⟩: 3.79
- Frontier orbital gap (alpha / beta): 7.2494 / 6.7714 eV
- LUMO level (alpha / beta): -3.3 / -4.0 eV
- HOMO (alpha / beta): -10.60 / -10.81 eV
- Calculated total energy: -65068.179 eV
- Energy above the lowest of the compared OMol25 structures with the same formula, charge and spin: 0.006 eV

Atomic partial charges in e from the Löwdin method, atoms 1 to 4:
1 Re 1.759
2 C -0.181
3 C -0.319
4 C -0.438



# 2
The following is a DFT calculation (ωB97M-V with the def2-TZVPD basis set) of a structure of composition C18H21I2N4O2PdS.

Structure (ORCA input):
```
! RIJCOSX wB97M-V def2-TZVPD def2/J DEFGRID3
* xyz 1 3
Pd -0.14 -0.45 -0.24
O 1.26 -0.70 1.12
C 2.50 -0.49 1.08
C 3.25 -0.93 2.23
C 4.60 -0.81 2.27
C 5.29 -0.22 1.19
C 4.60 0.25 0.09
C 3.21 0.15 -0.01
C 2.53 0.70 -1.16
N 1.22 0.75 -1.36
C 1.01 1.34 -2.57
C 2.21 1.66 -3.12
N 3.15 1.26 -2.22
H 2.69 -1.38 3.03
H 5.15 -1.17 3.13
H 6.37 -0.13 1.23
H 5.16 0.72 -0.70
H 0.02 1.50 -2.98
H 2.46 2.13 -4.06
H 4.15 1.34 -2.35
I -1.78 -2.00 1.09
I 1.00 -2.62 -1.74
S -3.37 -0.13 -3.36
C -3.21 1.31 -2.44
C -2.24 1.16 -1.51
N -1.63 -0.08 -1.54
C -2.13 -0.86 -2.46
H -3.83 2.17 -2.62
H -1.92 1.88 -0.77
H -1.80 -1.87 -2.64
O -0.64 1.61 1.13
C -1.07 1.90 2.26
C -0.45 3.03 3.05
C -1.41 4.21 3.25
C -2.38 4.02 4.42
C -3.36 2.86 4.26
C -2.69 1.50 4.12
N -2.11 1.26 2.80
H 0.43 3.34 2.50
H -0.12 2.65 4.03
H -1.97 4.39 2.33
H -0.82 5.10 3.44
H -2.95 4.94 4.56
H -1.80 3.86 5.33
H -3.99 3.03 3.38
H -4.02 2.83 5.13
H -3.42 0.71 4.28
H -1.92 1.39 4.89
H -2.48 0.48 2.27
*
```

Values from the calculation:
- ⟨S²⟩: 2.05
- Frontier orbital gap (alpha / beta): 7.1550 / 5.0858 eV
- LUMO level (alpha / beta): -3.6 / -5.9 eV
- HOMO (alpha / beta): -10.78 / -10.97 eV
- Calculated total energy: -59574.610 eV
- Energy above the lowest of the compared OMol25 structures with the same formula, charge and spin: 0.000 eV

Atomic partial charges in e from the Löwdin method, atoms 1 to 4:
1 Pd 0.541
2 O -0.184
3 C -0.307
4 C 0.049



Copy entry 2 word for word.
The following is a DFT calculation (ωB97M-V with the def2-TZVPD basis set) of a structure of composition C18H21I2N4O2PdS.

Structure (ORCA input):
```
! RIJCOSX wB97M-V def2-TZVPD def2/J DEFGRID3
* xyz 1 3
Pd -0.14 -0.45 -0.24
O 1.26 -0.70 1.12
C 2.50 -0.49 1.08
C 3.25 -0.93 2.23
C 4.60 -0.81 2.27
C 5.29 -0.22 1.19
C 4.60 0.25 0.09
C 3.21 0.15 -0.01
C 2.53 0.70 -1.16
N 1.22 0.75 -1.36
C 1.01 1.34 -2.57
C 2.21 1.66 -3.12
N 3.15 1.26 -2.22
H 2.69 -1.38 3.03
H 5.15 -1.17 3.13
H 6.37 -0.13 1.23
H 5.16 0.72 -0.70
H 0.02 1.50 -2.98
H 2.46 2.13 -4.06
H 4.15 1.34 -2.35
I -1.78 -2.00 1.09
I 1.00 -2.62 -1.74
S -3.37 -0.13 -3.36
C -3.21 1.31 -2.44
C -2.24 1.16 -1.51
N -1.63 -0.08 -1.54
C -2.13 -0.86 -2.46
H -3.83 2.17 -2.62
H -1.92 1.88 -0.77
H -1.80 -1.87 -2.64
O -0.64 1.61 1.13
C -1.07 1.90 2.26
C -0.45 3.03 3.05
C -1.41 4.21 3.25
C -2.38 4.02 4.42
C -3.36 2.86 4.26
C -2.69 1.50 4.12
N -2.11 1.26 2.80
H 0.43 3.34 2.50
H -0.12 2.65 4.03
H -1.97 4.39 2.33
H -0.82 5.10 3.44
H -2.95 4.94 4.56
H -1.80 3.86 5.33
H -3.99 3.03 3.38
H -4.02 2.83 5.13
H -3.42 0.71 4.28
H -1.92 1.39 4.89
H -2.48 0.48 2.27
*
```

Values from the calculation:
- ⟨S²⟩: 2.05
- Frontier orbital gap (alpha / beta): 7.1550 / 5.0858 eV
- LUMO level (alpha / beta): -3.6 / -5.9 eV
- HOMO (alpha / beta): -10.78 / -10.97 eV
- Calculated total energy: -59574.610 eV
- Energy above the lowest of the compared OMol25 structures with the same formula, charge and spin: 0.000 eV

Atomic partial charges in e from the Löwdin method, atoms 1 to 4:
1 Pd 0.541
2 O -0.184
3 C -0.307
4 C 0.049



Among the records above, which one has the lowest ⟨S²⟩?
C18H21I2N4O2PdS



Please write out number 2 again, unchanged.
The following is a DFT calculation (ωB97M-V with the def2-TZVPD basis set) of a structure of composition C18H21I2N4O2PdS.

Structure (ORCA input):
```
! RIJCOSX wB97M-V def2-TZVPD def2/J DEFGRID3
* xyz 1 3
Pd -0.14 -0.45 -0.24
O 1.26 -0.70 1.12
C 2.50 -0.49 1.08
C 3.25 -0.93 2.23
C 4.60 -0.81 2.27
C 5.29 -0.22 1.19
C 4.60 0.25 0.09
C 3.21 0.15 -0.01
C 2.53 0.70 -1.16
N 1.22 0.75 -1.36
C 1.01 1.34 -2.57
C 2.21 1.66 -3.12
N 3.15 1.26 -2.22
H 2.69 -1.38 3.03
H 5.15 -1.17 3.13
H 6.37 -0.13 1.23
H 5.16 0.72 -0.70
H 0.02 1.50 -2.98
H 2.46 2.13 -4.06
H 4.15 1.34 -2.35
I -1.78 -2.00 1.09
I 1.00 -2.62 -1.74
S -3.37 -0.13 -3.36
C -3.21 1.31 -2.44
C -2.24 1.16 -1.51
N -1.63 -0.08 -1.54
C -2.13 -0.86 -2.46
H -3.83 2.17 -2.62
H -1.92 1.88 -0.77
H -1.80 -1.87 -2.64
O -0.64 1.61 1.13
C -1.07 1.90 2.26
C -0.45 3.03 3.05
C -1.41 4.21 3.25
C -2.38 4.02 4.42
C -3.36 2.86 4.26
C -2.69 1.50 4.12
N -2.11 1.26 2.80
H 0.43 3.34 2.50
H -0.12 2.65 4.03
H -1.97 4.39 2.33
H -0.82 5.10 3.44
H -2.95 4.94 4.56
H -1.80 3.86 5.33
H -3.99 3.03 3.38
H -4.02 2.83 5.13
H -3.42 0.71 4.28
H -1.92 1.39 4.89
H -2.48 0.48 2.27
*
```

Values from the calculation:
- ⟨S²⟩: 2.05
- Frontier orbital gap (alpha / beta): 7.1550 / 5.0858 eV
- LUMO level (alpha / beta): -3.6 / -5.9 eV
- HOMO (alpha / beta): -10.78 / -10.97 eV
- Calculated total energy: -59574.610 eV
- Energy above the lowest of the compared OMol25 structures with the same formula, charge and spin: 0.000 eV

Atomic partial charges in e from the Löwdin method, atoms 1 to 4:
1 Pd 0.541
2 O -0.184
3 C -0.307
4 C 0.049



Look up the energy above the lowest of the compared OMol25 structures with the same formula, charge and spin of the first one.
0.006 eV